# 1
26
Properties=species:S:1:pos:R:3:forces:R:3 method="wB97M-V/def2-TZVPD" mol_weight_da=203.3 smiles="O=C(O)CCC[C@@H]1C[C@@H](S)C(=O)N1" total_energy_ha=-991.09407
O 4.37843 -0.16034 0.74962 -5.2 -3.3 -6.4
C 3.53080 -0.64002 -0.16598 2.9 1.4 3.5
O 3.91624 -1.65950 -1.19820 -2.6 1.9 2.8
C 1.96420 -0.15916 -0.18575 -0.5 0.1 -0.6
C 1.70288 1.38101 0.31758 0.0 -0.5 0.5
C 0.19815 1.85876 -0.21635 -0.1 1.4 0.8
C -0.99882 0.80461 0.15897 0.9 -1.3 -0.1
C -1.35677 -0.44215 -0.84197 1.6 -2.4 1.3
C -2.49844 -1.22853 0.09408 0.4 2.1 -2.3
S -1.86738 -2.67895 1.13347 0.0 0.7 -0.3
C -3.16670 0.06371 0.85423 -4.5 -1.7 3.3
O -4.23537 -0.07320 1.64850 7.0 1.6 -5.1
N -2.39550 1.34234 0.46616 -0.9 -2.2 -0.6
H 3.04852 -2.13906 -1.43285 1.8 1.2 0.4
H 1.48945 -0.23626 -1.27520 1.4 0.0 2.2
H 1.29009 -0.86505 0.49922 1.8 1.3 -1.4
H 2.55808 2.13434 -0.02562 -2.0 -1.8 0.5
H 1.76218 1.35649 1.50865 -0.3 0.2 -2.6
H 0.22282 2.19297 -1.34865 0.0 -1.0 2.2
H -0.03450 2.85534 0.39608 0.4 -2.1 -1.3
H -0.62985 0.34778 1.17209 -0.7 0.6 -1.8
H -1.62032 -0.23904 -1.96415 0.0 0.2 2.3
H -0.53304 -1.30091 -0.92809 -1.3 2.2 0.2
H -3.20776 -1.67085 -0.75015 1.0 0.6 2.5
H -0.68723 -2.33853 1.82170 -1.3 0.5 -1.0
H -2.83017 1.49422 -0.48742 0.4 0.4 1.2

# 2
98
Properties=species:S:1:pos:R:3:forces:R:3 method="wB97M-V/def2-TZVPD" mol_weight_da=900.7 s_squared=0.754 total_energy_ha=-3310.79693 spin_multiplicity=2
C -0.15702 0.62492 -0.63246 -0.3 -0.4 1.0
C 0.20471 -0.90321 -0.20314 -3.3 0.6 -0.1
C -1.23145 -1.67081 -0.34539 -0.1 1.3 0.1
C 0.57420 -1.01396 1.34791 0.2 -1.3 -0.3
C 2.12723 -0.88491 1.73011 -0.2 -0.2 -0.4
C 2.53170 0.65971 1.80174 0.2 0.0 0.4
C 1.67618 1.55749 2.82356 1.3 1.3 -1.0
C 1.16779 2.88045 2.02449 -1.2 -0.6 2.0
I 2.87684 4.07901 1.32570 -0.9 -0.6 0.2
C 2.34047 -1.72871 3.08116 0.1 -0.2 0.7
C 3.22157 -1.05909 4.23141 -0.5 -1.2 1.2
C 2.22688 -0.53358 5.39900 0.4 0.4 0.2
C 2.68814 0.83600 6.08755 0.1 0.5 -0.8
S 3.58158 0.58778 7.72325 0.3 2.0 -0.2
C 4.19000 2.31402 8.06738 -0.6 2.3 1.2
N 3.73656 3.26754 9.01813 2.4 -2.8 -3.9
N 4.49388 4.38257 8.81997 3.1 -0.8 -3.5
C 5.42285 4.16091 7.75321 -3.9 -0.9 3.4
O 5.23325 2.84240 7.27952 -0.9 1.7 1.7
C 3.04748 -1.56709 0.60474 0.2 0.4 -0.1
C 2.55788 -1.40586 -0.90972 3.0 -0.8 -1.5
C 3.17459 -0.08429 -1.63369 -1.2 -0.8 -0.9
C 3.28604 -2.63119 -1.71076 0.9 1.1 -0.2
N 1.10624 -1.60046 -1.15272 0.4 -1.1 1.9
O 0.78749 -2.85988 -1.33645 0.2 1.5 -0.2
H 0.71500 1.34216 -0.51574 -1.0 -0.9 -0.5
H -0.68487 0.67726 -1.64098 1.1 -0.1 1.2
H -0.94320 0.95687 0.14663 1.2 -0.4 -1.1
H -1.99269 -0.95480 0.13186 0.9 -1.1 -0.5
H -1.25088 -2.65879 0.21620 0.1 1.2 -1.0
H -1.53327 -1.76032 -1.44686 0.6 -0.1 1.6
H 0.23738 -2.07311 1.69237 0.6 1.8 -0.7
H -0.11660 -0.28744 1.90960 1.2 -0.9 -0.7
H 3.64602 0.78667 2.07649 -1.7 -0.4 -0.5
H 2.42401 1.13218 0.76887 0.1 -0.9 1.3
H 2.42557 1.97484 3.59443 -1.5 -0.8 -0.9
H 0.82461 1.00847 3.33761 1.0 0.8 -0.8
H 0.42469 2.63417 1.20279 1.3 0.4 0.8
H 0.63478 3.55338 2.79368 0.9 -0.9 -1.4
H 2.79669 -2.76617 2.86705 -0.7 1.7 0.0
H 1.30928 -1.96151 3.54415 1.6 0.4 -0.7
H 3.99166 -0.29311 3.90421 -1.2 -0.8 0.3
H 3.82224 -1.91371 4.72406 -0.7 1.4 -0.8
H 2.15149 -1.35081 6.19193 -0.1 1.0 -1.0
H 1.16445 -0.35086 4.99214 1.7 -0.3 0.6
H 3.46030 1.35207 5.40977 -1.4 -0.6 1.0
H 1.76854 1.49209 6.26061 1.5 -0.8 -0.2
H 6.15373 4.95214 7.37237 -1.2 -1.9 0.4
H 3.23679 -2.68382 0.77639 -0.6 1.6 0.0
H 4.08778 -1.07067 0.68235 -1.5 -0.8 -0.2
H 4.30864 -0.03885 -1.53035 -1.6 0.1 0.3
H 2.63362 0.87387 -1.35733 1.0 -1.1 -0.2
H 2.97094 -0.25357 -2.75908 0.3 0.4 1.6
H 3.23672 -3.61359 -1.14539 -0.2 1.3 -0.9
H 4.39284 -2.31567 -1.80660 -1.6 -0.6 0.3
H 2.90936 -2.70843 -2.79350 0.3 0.0 1.8
C 0.96041 -0.17367 -6.90081 0.0 0.3 -0.2
C 0.69901 -0.76932 -5.73534 0.7 -1.2 -0.3
C -0.11549 -0.09602 -4.68485 -0.5 0.5 0.4
O -0.34827 -0.67973 -3.64144 0.1 -0.2 -0.3
C -0.60289 1.25938 -4.95571 0.3 -0.1 0.2
C -0.33911 1.85597 -6.11868 -0.4 0.9 0.4
C 0.45194 1.17291 -7.18035 0.4 -0.4 -0.4
O 0.65753 1.74290 -8.23852 -0.2 0.2 0.3
O -0.78350 3.11614 -6.38478 0.5 -1.0 -0.4
O 1.16455 -2.01692 -5.45770 -0.7 1.1 0.3
H 1.54835 -0.65182 -7.67285 0.0 0.0 0.0
H -1.17780 1.74327 -4.17820 0.0 0.0 -0.1
H -0.46390 3.31883 -7.28562 0.0 0.0 0.1
H 0.83949 -2.22209 -4.55809 0.1 -0.1 -0.1
C -3.53933 -1.56737 5.50800 -0.3 0.1 -0.1
C -2.34345 -2.04027 5.15102 0.5 0.1 1.2
C -2.05776 -2.45232 3.74670 -0.1 -0.2 -0.7
O -0.94630 -2.86199 3.45448 -0.2 0.0 0.5
C -3.14192 -2.34965 2.76588 0.4 -0.1 0.1
C -4.33937 -1.87983 3.12355 -0.6 -0.1 -1.2
C -4.61674 -1.44216 4.52140 -0.1 0.2 0.8
O -5.71598 -1.00151 4.80690 0.1 -0.1 -0.4
O -5.35544 -1.78091 2.22640 0.6 0.1 1.2
O -1.33400 -2.16489 6.05470 -0.5 -0.1 -1.2
H -3.75865 -1.26302 6.52273 0.0 0.0 0.0
H -2.92725 -2.66815 1.75505 0.0 0.0 0.0
H -6.10976 -1.41463 2.72787 0.0 0.0 -0.1
H -0.57813 -2.52553 5.55174 -0.1 0.0 0.1
C -6.59183 0.33661 -6.61543 -0.2 0.2 -0.2
C -5.46178 -0.01739 -5.99960 -0.5 -1.1 0.6
C -4.20527 0.76738 -6.16953 0.5 0.5 -0.3
O -3.19629 0.42501 -5.57632 -0.5 -0.3 0.0
C -4.23632 1.93155 -7.05946 0.2 -0.3 0.3
C -5.36567 2.28364 -7.67811 0.5 1.1 -0.6
C -6.62883 1.51508 -7.48684 -0.6 -0.5 0.2
O -7.64482 1.87696 -8.05364 0.4 0.2 0.0
O -5.41010 3.35888 -8.50834 -0.5 -1.0 0.6
O -5.41015 -1.10892 -5.19018 0.5 1.0 -0.6
H -7.51050 -0.22264 -6.49894 0.0 0.0 0.0
H -3.31349 2.48197 -7.18770 0.0 0.0 0.0
H -6.33265 3.40278 -8.82697 0.1 0.1 0.0
H -4.48923 -1.14924 -4.86664 -0.1 -0.1 0.0

# 3
25
Properties=species:S:1:pos:R:3:forces:R:3 method="wB97M-V/def2-TZVPD" mol_weight_da=394.1 s_squared=12.155 total_energy_ha=-1694.69581 total_charge=+2 spin_multiplicity=7
O -0.04133 5.18951 -4.32722 0.0 -1.2 0.1
C -0.02964 4.06841 -4.19469 0.0 1.3 -0.3
Tb 0.81600 -0.05528 -1.44514 0.1 -2.5 3.4
O -0.18840 3.39499 -1.40476 0.9 -4.2 0.1
C 0.08567 2.27400 -1.38976 -1.3 5.2 0.8
C -0.67917 0.08768 -3.16969 1.5 0.7 -1.5
O -0.85369 -0.95608 -2.37334 0.7 0.4 0.3
C 2.12048 1.65200 -2.82752 3.4 4.2 -3.6
O 2.66496 2.46159 -3.45612 -2.5 -3.8 3.0
C -1.50716 1.17662 -3.11742 -4.0 1.3 -1.7
O -2.47531 1.83064 -3.26937 3.4 -1.6 0.8
H 0.42907 0.28653 -3.54658 -2.6 -0.1 -0.9
N -0.13981 -2.46161 4.55108 0.0 0.4 -0.9
C -0.07984 -1.94870 3.29566 -0.2 -0.1 1.0
C 1.02084 -2.22865 2.46032 0.7 0.2 -1.3
C 1.10127 -1.62271 1.20771 -1.0 0.1 1.0
N 0.13064 -0.76237 0.75582 0.4 0.1 -0.5
C -0.97769 -0.52442 1.53305 0.6 -0.7 0.7
C -1.10722 -1.10177 2.79453 0.0 0.5 -0.9
H 0.59553 -3.04465 4.93010 -0.2 0.1 -0.2
H -0.91215 -2.24728 5.16618 0.1 0.0 -0.1
H 1.81056 -2.89829 2.80669 -0.2 0.2 -0.2
H 1.94809 -1.81318 0.51200 -0.4 0.0 0.6
H -1.74742 0.13700 1.09847 0.5 -0.5 0.4
H -1.98428 -0.89398 3.41002 0.2 0.0 -0.3

# 4
187
Properties=species:S:1:pos:R:3:forces:R:3 method="wB97M-V/def2-TZVPD" mol_weight_da=1093.3 total_energy_ha=-3917.98350
C -11.69942 -29.28031 -10.44157 -0.8 -1.6 -0.3
O -13.06708 -29.82578 -10.38120 1.0 0.0 0.6
C -13.09264 -31.25339 -10.09358 2.0 0.1 -2.2
C -12.36961 -32.00653 -11.28778 -1.0 -1.2 2.2
N -13.07612 -31.72744 -12.48938 1.1 0.5 -1.5
C -12.35523 -32.34293 -13.61307 -0.9 0.5 -1.6
C -13.04378 -32.15390 -15.01329 -0.7 -1.1 1.1
O -12.99485 -30.90152 -15.65355 1.2 -0.2 0.3
C -11.83058 -30.82143 -16.46836 -0.1 0.6 -0.6
H -11.14295 -29.71699 -11.27086 -0.3 0.2 -0.6
H -11.08699 -29.66152 -9.62444 -0.3 0.5 0.7
H -11.70108 -28.19660 -10.55853 -0.4 -0.3 0.3
H -14.11549 -31.62988 -10.08191 0.0 0.5 0.2
H -12.53041 -31.51129 -9.19610 -0.2 0.3 0.4
H -12.43326 -33.08056 -11.11315 -0.5 -0.3 0.4
H -11.28150 -31.94383 -11.30111 0.4 1.0 -0.1
H -12.85522 -30.75228 -12.63213 -0.9 0.7 -0.1
H -12.29187 -33.41949 -13.45460 0.2 0.0 0.0
H -11.36476 -31.90577 -13.73930 0.5 -0.2 0.3
H -14.08879 -32.44904 -14.91865 -0.2 0.4 0.2
H -12.64855 -32.93078 -15.66776 0.4 0.0 -0.2
H -10.85690 -30.68389 -15.99813 -0.1 -0.1 0.9
H -11.91896 -29.94172 -17.10584 -0.3 -0.1 -0.1
H -11.72986 -31.71768 -17.08048 -0.2 0.0 -0.2
C -4.49346 -30.93232 -9.75894 -1.2 0.7 -0.1
O -4.61886 -29.66991 -10.38331 1.2 -0.1 -1.6
C -4.64250 -28.55621 -9.51385 -0.2 -0.3 0.7
C -4.86097 -27.28079 -10.32460 -1.2 -0.6 1.3
N -3.66133 -26.89553 -11.01547 -0.3 0.7 0.3
C -3.78035 -25.75982 -11.94902 0.2 -1.9 -0.6
C -4.76656 -26.02196 -13.08662 -0.3 0.8 0.4
O -6.09173 -25.80514 -12.61856 -0.4 -0.4 1.2
C -7.07005 -25.91884 -13.61953 0.0 0.1 -0.3
H -3.57428 -31.05826 -9.18681 -0.1 0.1 0.3
H -4.58021 -31.74315 -10.48222 0.3 0.3 -0.4
H -5.42073 -30.97966 -9.18794 0.2 -0.6 1.0
H -3.74541 -28.50170 -8.89712 0.5 0.1 -0.1
H -5.43347 -28.78989 -8.80120 -0.5 0.7 0.2
H -5.24912 -26.49451 -9.67713 0.5 0.2 0.5
H -5.77430 -27.48975 -10.88158 0.2 -0.2 -1.0
H -3.26309 -27.76091 -11.35107 0.4 0.4 -0.8
H -2.82467 -25.66482 -12.46456 0.2 0.3 0.3
H -4.00874 -24.82917 -11.42958 0.1 -0.1 0.1
H -4.61020 -27.04218 -13.43705 -0.2 -0.2 -0.1
H -4.61194 -25.32321 -13.90878 0.3 0.1 -0.3
H -8.10319 -25.96090 -13.27461 0.2 0.2 0.9
H -6.94613 -26.87693 -14.12431 0.3 0.2 -0.7
H -6.99288 -25.00628 -14.21063 -0.1 -0.3 -0.8
C -17.06468 -18.11034 -10.90080 0.7 1.0 0.8
O -16.61861 -19.36673 -10.39758 -0.1 0.3 -0.8
C -15.38465 -19.81898 -10.97272 -0.3 -0.8 0.5
C -15.02075 -21.18606 -10.31102 0.0 2.3 -1.6
N -14.47938 -20.96504 -8.98997 0.2 -1.7 0.5
C -14.08992 -22.25556 -8.37304 0.8 0.2 1.8
C -13.93146 -22.15678 -6.83846 -1.2 0.2 0.0
O -15.22942 -22.40293 -6.23582 0.0 0.0 -0.5
C -15.27795 -22.03469 -4.88405 0.7 0.9 0.3
H -16.64929 -17.81653 -11.86476 -0.3 -0.6 -0.4
H -16.71985 -17.29591 -10.26372 0.6 0.0 0.5
H -18.13496 -17.91687 -10.82896 -0.2 -1.0 -0.4
H -14.59755 -19.07206 -10.86930 0.2 0.1 0.5
H -15.43213 -19.99309 -12.04768 -0.6 0.0 -0.3
H -14.26419 -21.57332 -10.99347 0.3 -0.4 0.3
H -15.90019 -21.82024 -10.42279 -0.1 -0.2 0.5
H -15.17687 -20.53781 -8.39744 -0.2 0.1 0.0
H -13.09260 -22.57695 -8.67332 0.2 0.3 -0.7
H -14.73436 -23.11509 -8.55741 -0.4 0.2 -0.3
H -13.59453 -21.17222 -6.51411 0.1 0.3 -0.2
H -13.19446 -22.85916 -6.44913 0.0 -0.3 -0.1
H -14.41915 -22.45808 -4.36318 -0.2 -0.5 0.4
H -16.23734 -22.19843 -4.39328 0.0 -0.9 -0.4
H -15.15458 -20.96249 -4.73149 0.2 0.5 -0.4
C -8.83812 -20.39717 -7.38442 0.0 -1.8 0.4
O -7.84069 -21.37491 -6.93331 0.5 0.8 -0.1
C -7.29385 -22.19149 -7.97944 -2.0 -0.9 0.0
C -8.45774 -23.18476 -8.44092 1.6 0.7 -0.9
N -7.86536 -24.24300 -9.33073 -0.6 1.3 1.8
C -8.78928 -24.99674 -10.16230 -1.1 -0.3 0.3
C -9.95438 -25.78416 -9.41429 1.3 0.0 -0.1
O -11.15748 -25.09694 -9.26033 0.6 2.8 -1.5
C -12.22760 -25.78629 -8.74389 0.2 -1.0 0.4
H -8.96833 -19.61950 -6.63183 0.5 -0.1 -0.2
H -9.78505 -20.93605 -7.41666 -0.2 0.2 -0.2
H -8.59712 -20.02588 -8.38049 0.1 0.3 0.0
H -6.44004 -22.78676 -7.65576 -0.1 0.1 0.7
H -6.91873 -21.52606 -8.75699 -0.2 -0.1 -0.6
H -9.11182 -22.55740 -9.04647 -0.6 -0.1 0.1
H -8.95945 -23.54925 -7.54452 0.0 -0.2 -0.1
H -7.31214 -23.63066 -9.91304 0.2 -0.6 -0.6
H -8.15957 -25.71911 -10.68167 -0.1 -0.4 0.1
H -9.21242 -24.38697 -10.96057 -0.4 0.3 0.0
H -9.62188 -26.07456 -8.41767 0.4 -0.2 0.2
H -10.10891 -26.70869 -9.97058 -0.1 -0.2 -0.3
H -13.01834 -25.13006 -8.38033 0.3 0.2 0.0
H -11.78742 -26.37543 -7.93938 -0.7 -0.4 0.5
H -12.67203 -26.43673 -9.49723 -0.2 -0.3 -0.1
O -8.22848 -22.20025 -12.56263 -0.6 -0.1 -0.4
H -7.41907 -22.51432 -12.15961 0.3 -0.1 0.0
H -8.46905 -21.42937 -12.04872 -0.4 0.4 0.0
O -6.13611 -23.23574 -11.43320 0.7 0.4 0.4
H -6.12241 -24.18119 -11.58207 -0.1 -1.0 -0.5
H -5.41945 -23.07921 -10.81828 0.3 0.3 0.1
O -5.74357 -19.40547 -7.12683 0.4 0.4 -0.4
H -5.59426 -19.27872 -6.18989 0.1 0.0 0.2
H -6.40896 -20.09202 -7.17310 -0.4 -0.5 0.3
O -8.44888 -26.04017 -5.79287 -0.5 -0.2 0.2
H -8.71409 -25.31660 -5.22512 0.2 0.2 0.5
H -9.22476 -26.59792 -5.84907 -0.4 -0.4 -0.1
O -15.90167 -25.44766 -8.80331 0.2 0.1 -0.2
H -16.20842 -25.17709 -7.93790 -0.1 0.2 0.3
H -15.98482 -26.40124 -8.80008 0.0 -0.3 -0.1
O -11.45851 -18.87887 -6.72712 -0.4 -0.2 1.0
H -10.69066 -18.31395 -6.64043 0.2 0.2 -0.1
H -11.58539 -18.96808 -7.67167 -0.1 -0.2 -0.8
O -6.55399 -25.98584 -7.48076 1.4 -0.5 -0.3
H -7.25268 -26.10558 -6.83756 -0.2 0.0 0.3
H -6.95510 -25.46523 -8.17669 -0.3 0.6 -0.6
C -12.51610 -23.74930 -12.37031 3.1 0.3 -1.5
C -11.20331 -24.30872 -13.07563 -0.7 -0.2 1.1
O -11.38732 -24.70630 -14.43688 -0.8 0.0 0.2
O -12.68776 -22.47595 -13.02704 -1.3 -0.7 0.6
H -12.24995 -23.55680 -11.33098 0.0 0.1 0.0
H -13.30716 -24.49911 -12.38077 -0.5 0.4 -0.5
H -10.89162 -25.16711 -12.48056 0.3 -0.2 0.1
H -10.43640 -23.53428 -13.08856 0.0 0.1 0.6
H -10.63657 -25.25978 -14.66409 0.0 0.1 -0.1
H -12.79406 -22.72310 -13.94857 0.0 0.3 -0.3
C -9.01377 -23.13159 -4.07668 0.3 0.7 0.4
C -10.48511 -22.70344 -4.23949 0.8 -0.8 1.9
O -11.10959 -23.64771 -5.04106 -1.0 0.1 -1.8
O -8.80328 -24.44369 -3.50032 -0.7 0.3 -0.5
H -8.39667 -22.43015 -3.51519 -0.2 0.3 0.0
H -8.59129 -23.15648 -5.08116 0.1 -0.1 -0.1
H -10.60436 -21.66738 -4.55647 0.3 -0.2 -1.1
H -11.04280 -22.66066 -3.30393 0.3 -0.2 0.7
H -11.02010 -24.54685 -4.71683 0.2 0.1 0.4
H -8.65668 -24.38045 -2.55369 -0.1 0.1 0.0
C -12.86762 -29.16748 -6.71492 2.4 1.4 0.6
C -11.30374 -28.97046 -6.76820 -2.1 0.0 -0.8
O -10.94419 -27.99409 -5.79822 0.6 -0.7 0.0
O -13.17087 -29.56935 -5.36366 -0.5 -0.3 -1.6
H -13.23829 -29.81028 -7.51335 0.0 -0.3 0.2
H -13.24180 -28.15544 -6.86940 -0.4 0.1 -0.1
H -11.04376 -28.54978 -7.73956 0.0 -0.2 0.0
H -10.85381 -29.95852 -6.67123 0.5 0.2 0.4
H -10.60382 -28.50285 -5.05870 -0.1 0.2 0.4
H -14.10474 -29.74373 -5.50183 -0.3 -0.3 1.0
C -5.10544 -23.18336 -3.71788 -0.7 -1.2 -2.2
C -4.37442 -22.51933 -4.89167 -0.3 -0.2 0.5
O -3.38294 -21.66361 -4.40577 0.6 1.0 0.4
O -4.16219 -23.92362 -2.98864 0.9 0.4 1.2
H -5.71362 -23.98693 -4.13320 -0.8 0.5 -0.5
H -5.75521 -22.49057 -3.18314 0.4 0.2 0.5
H -5.02417 -21.89818 -5.50819 -0.3 -0.2 0.0
H -3.90240 -23.27608 -5.51827 -0.2 -0.3 -0.1
H -2.98520 -22.08545 -3.64062 0.2 -0.1 0.1
H -4.60526 -24.68134 -2.59987 0.1 0.1 0.0
C -11.22244 -20.18094 -10.39365 -0.8 -0.3 -1.5
C -10.33609 -19.09250 -10.99447 -0.4 -0.9 1.5
O -9.51295 -19.77253 -11.92110 0.1 1.1 -0.2
O -12.02124 -19.64554 -9.42884 0.1 2.1 2.0
H -10.70277 -21.06362 -10.02090 0.7 0.0 -0.2
H -11.90614 -20.51129 -11.17564 0.4 -0.4 -0.6
H -9.78826 -18.60165 -10.19008 0.5 -0.1 0.2
H -10.91686 -18.26910 -11.41017 -0.3 -0.3 -0.5
H -9.26955 -19.06851 -12.52667 0.5 -0.4 -0.5
H -12.78167 -20.17530 -9.17841 -0.9 -0.5 -0.1
C -7.85394 -19.09710 -3.97997 -1.2 -0.2 0.0
C -7.93289 -18.31930 -2.66550 -0.2 -0.6 0.4
O -6.77003 -17.58444 -2.38228 1.0 -0.1 -0.1
O -7.04917 -20.24511 -3.96540 1.4 0.2 0.5
H -7.53698 -18.42111 -4.77412 -0.1 0.2 -0.4
H -8.77999 -19.61080 -4.23811 -0.7 1.1 0.0
H -8.02845 -19.04918 -1.86162 -0.1 0.0 0.1
H -8.75268 -17.60959 -2.55433 -0.6 -0.3 -0.6
H -6.51752 -17.12952 -3.18905 0.1 0.3 -0.1
H -6.15472 -19.90934 -3.87144 0.6 -0.5 0.2
C -8.62192 -16.19211 -7.11985 1.2 0.1 1.1
C -7.34806 -16.60803 -7.90138 -0.7 -0.5 0.1
O -6.14415 -16.24087 -7.22641 -0.8 0.5 -0.2
O -9.75246 -16.90107 -7.54176 -0.4 -0.3 -1.2
H -8.79015 -15.11523 -7.10829 0.1 0.1 -0.3
H -8.53078 -16.48710 -6.07449 0.8 0.2 0.3
H -7.38795 -16.22343 -8.92050 0.0 0.4 0.0
H -7.33863 -17.69227 -8.01288 -0.3 -0.2 0.1
H -5.48549 -16.23296 -7.92476 0.3 0.0 0.2
H -10.54191 -16.37195 -7.40612 0.0 0.1 -0.1